Record 1
The ion C4H10NO with charge +1 at a distorted geometry, computed with the ωB97M-V functional and the def2-TZVPD basis.

CARTESIAN COORDINATES (ANGSTROEM)
1 C -1.48 0.57 0.63
2 C -0.14 0.75 -0.01
3 C 0.90 -0.32 0.26
4 C 1.66 -0.63 -1.04
5 O 0.71 -1.02 -2.04
6 N -1.58 0.61 2.08
7 H -1.93 -0.44 0.35
8 H -2.18 1.28 0.14
9 H 0.07 -0.31 -2.13
10 H 0.26 1.74 0.01
11 H 0.40 -1.25 0.63
12 H 1.63 -0.04 1.01
13 H 2.39 -1.51 -0.93
14 H -2.44 0.96 2.47
15 H 2.23 0.26 -1.40
16 H -0.76 1.05 2.57

Calculated values
**Max |F|**: 6.342 eV Å⁻¹
**HOMO-LUMO gap**: 6.1 eV
**ΔE to the lowest compared entry with this formula, charge and spin**: 4.739 eV
**Net charge**: +1
**E_tot**: -287.9889 Ha

Atom charges from the Mulliken analysis, given in e for atoms 1 to 4: C -0.66; C 0.10; C -0.30; C -0.50



Record 2
A cluster of 2 separate species, C2H2O2S2 in total at a distorted geometry, computed with the ωB97M-V functional and the def2-TZVPD basis.

CARTESIAN COORDINATES (ANGSTROEM)
1 C -1.45 1.24 -0.89
2 C -1.36 0.07 -0.03
3 O 1.28 -1.29 -0.61
4 O 2.55 -0.30 1.21
5 S -0.15 1.42 0.17
6 S 2.17 -0.24 -0.18
7 H -2.09 -0.04 0.76
8 H -0.94 -0.85 -0.42

Calculated values
**Max |F|**: 1.292 eV Å⁻¹
**HOMO-LUMO gap**: 8.2 eV
**ΔE to the lowest compared entry with this formula, charge and spin**: 3.725 eV
**Net charge**: 0
**E_tot**: -1024.1257 Ha

Atom charges from the Mulliken analysis, given in e for atoms 1 to 4: C -0.15; C -0.24; O -0.40; O -0.37



Record 3
A structure of composition C17H8F7IrN3O2S at a distorted geometry, computed with the ωB97M-V functional and the def2-TZVPD basis.

CARTESIAN COORDINATES (ANGSTROEM)
1 Ir 0.51 0.20 1.19
2 F 4.24 -5.49 1.19
3 C 3.73 -4.30 1.54
4 C 2.68 -3.75 0.84
5 F 2.15 -4.40 -0.20
6 C 2.19 -2.52 1.22
7 F 1.14 -2.03 0.50
8 C 2.69 -1.77 2.26
9 S 2.11 -0.17 2.71
10 C 3.74 -2.37 2.96
11 F 4.29 -1.73 4.00
12 C 4.26 -3.60 2.61
13 F 5.27 -4.12 3.30
14 N 0.23 3.28 0.16
15 N 0.34 3.63 1.50
16 C 0.05 2.83 2.57
17 O 0.01 3.32 3.69
18 O -0.23 1.54 2.36
19 H 0.99 2.66 -0.08
20 H -0.63 2.77 0.03
21 H 0.40 4.61 1.70
22 F 1.56 0.66 -2.83
23 C 1.62 -0.11 -1.70
24 F 2.80 0.17 -1.09
25 H 1.66 -1.15 -2.02
26 N -7.05 1.38 -3.59
27 C -6.02 1.23 -3.10
28 C -4.72 1.05 -2.50
29 C -4.28 -0.23 -2.15
30 C -3.01 -0.42 -1.65
31 C -2.12 0.66 -1.52
32 C -2.59 1.96 -1.81
33 C -3.88 2.14 -2.30
34 C -0.77 0.43 -1.15
35 C 0.42 0.17 -0.82
36 H -4.95 -1.07 -2.27
37 H -2.67 -1.41 -1.37
38 H -1.94 2.81 -1.66
39 H -4.23 3.14 -2.52

Calculated values
**Max |F|**: 2.063 eV Å⁻¹
**HOMO-LUMO gap (spin up / spin down)**: 6.3 / 6.3 eV
**ΔE to the lowest compared entry with this formula, charge and spin**: 2.796 eV
**Net charge**: -1
**E_tot**: -2168.9021 Ha

Atom charges from the Mulliken analysis, given in e for atoms 1 to 4: Ir 0.82; F -0.31; C 0.67; C -0.19



Q: What is the formula in the third record?
A: C17H8F7IrN3O2S



Please write out number 3 again, unchanged.
A structure of composition C17H8F7IrN3O2S at a distorted geometry, computed with the ωB97M-V functional and the def2-TZVPD basis.

CARTESIAN COORDINATES (ANGSTROEM)
1 Ir 0.51 0.20 1.19
2 F 4.24 -5.49 1.19
3 C 3.73 -4.30 1.54
4 C 2.68 -3.75 0.84
5 F 2.15 -4.40 -0.20
6 C 2.19 -2.52 1.22
7 F 1.14 -2.03 0.50
8 C 2.69 -1.77 2.26
9 S 2.11 -0.17 2.71
10 C 3.74 -2.37 2.96
11 F 4.29 -1.73 4.00
12 C 4.26 -3.60 2.61
13 F 5.27 -4.12 3.30
14 N 0.23 3.28 0.16
15 N 0.34 3.63 1.50
16 C 0.05 2.83 2.57
17 O 0.01 3.32 3.69
18 O -0.23 1.54 2.36
19 H 0.99 2.66 -0.08
20 H -0.63 2.77 0.03
21 H 0.40 4.61 1.70
22 F 1.56 0.66 -2.83
23 C 1.62 -0.11 -1.70
24 F 2.80 0.17 -1.09
25 H 1.66 -1.15 -2.02
26 N -7.05 1.38 -3.59
27 C -6.02 1.23 -3.10
28 C -4.72 1.05 -2.50
29 C -4.28 -0.23 -2.15
30 C -3.01 -0.42 -1.65
31 C -2.12 0.66 -1.52
32 C -2.59 1.96 -1.81
33 C -3.88 2.14 -2.30
34 C -0.77 0.43 -1.15
35 C 0.42 0.17 -0.82
36 H -4.95 -1.07 -2.27
37 H -2.67 -1.41 -1.37
38 H -1.94 2.81 -1.66
39 H -4.23 3.14 -2.52

Calculated values
**Max |F|**: 2.063 eV Å⁻¹
**HOMO-LUMO gap (spin up / spin down)**: 6.3 / 6.3 eV
**ΔE to the lowest compared entry with this formula, charge and spin**: 2.796 eV
**Net charge**: -1
**E_tot**: -2168.9021 Ha

Atom charges from the Mulliken analysis, given in e for atoms 1 to 4: Ir 0.82; F -0.31; C 0.67; C -0.19